1.
89
Properties=species:S:1:pos:R:3:lowdin_charge:R:1 method="wB97M-V/def2-TZVPD" total_charge=-1 e_homo_ev=-5.009
C -1.8651 2.1552 4.5330 -0.0853
C -2.6857 2.1888 3.1502 -0.2477
O -1.8159 2.4348 1.9851 -0.1667
C -1.6406 1.1240 1.3937 -0.1915
C -0.4686 1.0545 0.2995 -0.0306
C 0.3307 2.3022 -0.2117 0.0887
C 1.4777 2.1137 -1.2744 0.0206
C 2.2548 3.4663 -1.7276 -0.5950
O 1.8509 4.1276 -2.7323 -0.0603
O 3.3462 3.8184 -0.9366 -0.2049
C 1.8841 0.7178 -1.8486 -0.0612
C 3.0591 0.5391 -2.9528 -0.0838
C 2.2706 0.3643 -4.3691 -0.6769
O 1.2370 1.0369 -4.6250 -0.0181
Br 2.8813 -0.9477 -5.7487 0.6038
C 1.1068 -0.5206 -1.3126 -0.0018
C -0.0700 -0.3609 -0.2676 0.0033
C -0.8468 -1.6949 0.1991 -0.2064
O -2.1015 -1.7271 0.3764 0.0173
C 0.1092 -2.9895 0.3710 -0.0389
C -0.0536 -4.0692 1.5361 -0.1457
C -1.3089 -3.7995 2.5071 -0.1960
C -2.6775 -4.3849 1.8922 -0.0892
C -3.9474 -3.4345 2.1981 -0.3520
O -5.1292 -3.7736 1.8725 0.0201
O -3.8300 -2.1504 2.8431 -0.0079
C 1.1794 -3.1344 -0.5809 -0.1314
N 2.1294 -4.2782 -0.4869 0.0985
C 3.0604 -3.9577 0.4214 -0.3049
C 3.4267 -5.0331 1.5817 -0.0643
C 3.8970 -2.5942 0.4448 -0.0322
C 1.4233 -2.0419 -1.7577 -0.2135
O 1.8462 -2.3565 -2.9076 0.0080
H -2.5448 2.1897 5.4674 0.0925
H -1.1573 3.0714 4.5795 0.0627
H -1.2221 1.2018 4.6426 0.0833
H -3.2468 1.1870 3.0670 0.1035
H -3.4789 3.0074 3.1791 0.1039
H -1.3047 0.4219 2.2584 0.1352
H -2.6334 0.6658 1.0139 0.1151
H 0.0409 3.3071 0.2436 0.1189
H 3.7213 -0.3655 -2.7256 0.1112
H 3.6175 1.5347 -3.0116 0.1317
H 0.8891 -3.9720 2.2044 0.1019
H -0.0635 -5.1421 1.1155 0.1280
H -1.3648 -2.6509 2.6487 0.1087
H -1.1549 -4.2132 3.5789 0.1206
H -2.9019 -5.4362 2.3030 0.1285
H -2.5341 -4.4229 0.7523 0.1303
H -3.8397 -1.4294 2.1641 0.0852
H 3.1639 -6.1058 1.2905 0.0834
H 2.9502 -4.7071 2.5827 0.0833
H 4.5720 -4.9321 1.7317 0.0775
H 4.8211 -2.6664 -0.2336 0.1014
H 4.2715 -2.4577 1.5337 0.0878
H 3.2988 -1.6540 0.1933 0.0798
C 2.0334 5.8411 6.2635 -0.1719
C 3.0110 4.7034 6.0111 -0.1717
O 2.4322 3.5681 6.6554 -0.1907
S 0.8139 3.6879 6.5863 0.6734
O 0.3510 2.9043 5.4775 -0.2701
O 0.2920 3.5432 7.9120 -0.2239
O 0.7358 5.2532 6.1654 -0.1848
H 2.1491 6.2444 7.2737 0.1305
H 2.1422 6.6471 5.5369 0.1378
H 4.0029 4.9102 6.4133 0.1347
H 3.0911 4.4815 4.9428 0.1390
C 2.1183 0.0799 -10.1211 -0.1687
C 2.6355 -1.3452 -10.0011 -0.1758
O 3.6202 -1.4707 -11.0278 -0.1967
S 4.3438 -0.0335 -11.2443 0.6475
O 5.5701 -0.0314 -10.5029 -0.2283
O 4.2767 0.3014 -12.6355 -0.2355
O 3.2639 0.8715 -10.4396 -0.1887
H 1.4015 0.1720 -10.9422 0.1310
H 1.6573 0.4305 -9.1968 0.1367
H 1.8469 -2.0863 -10.1319 0.1362
H 3.1291 -1.5059 -9.0381 0.1090
C -7.1165 0.7859 0.3436 -0.1673
C -6.3333 0.0343 1.4091 -0.1636
O -5.1468 0.8043 1.6082 -0.2286
S -5.4872 2.3760 1.3701 0.6423
O -5.7237 2.9841 2.6468 -0.2331
O -4.5582 2.9012 0.4181 -0.1974
O -6.9212 2.1705 0.6362 -0.1894
H -6.7150 0.5887 -0.6544 0.1352
H -8.1788 0.5390 0.3620 0.1347
H -6.0858 -0.9832 1.1038 0.1308
H -6.8809 0.0063 2.3557 0.1385

=====

2.
122
Properties=species:S:1:pos:R:3:lowdin_charge:R:1 method="wB97M-V/def2-TZVPD" total_charge=+1 e_homo_ev=-9.775
C 6.5922 -4.6957 -0.5800 -0.1366
C 6.0776 -3.4015 0.0175 -0.7457
Br 5.8139 -2.0917 -1.4191 0.7763
C 4.8117 -3.6461 0.8330 -0.7051
Br 4.5825 -2.4035 2.2966 0.8161
C 3.4829 -3.7569 0.0340 -0.3954
C 2.5600 -4.6547 0.8721 -0.0645
N 1.0822 -4.6236 0.4831 0.0799
C 0.7302 -3.5724 -0.5491 -0.0790
C 1.4698 -2.3266 -0.1287 -0.1899
N 2.9016 -2.4614 -0.2897 -0.0685
H 7.0561 -5.3193 0.1881 0.0933
H 5.7994 -5.2780 -1.0595 0.0796
H 7.3420 -4.5058 -1.3474 0.0744
H 6.8165 -2.9218 0.6516 0.0747
H 4.9761 -4.6082 1.3290 0.0938
H 3.7624 -4.2997 -0.8805 0.1389
H 2.5907 -4.3309 1.9120 0.1068
H 2.8829 -5.6899 0.8034 0.1408
H 0.7818 -5.5530 0.1887 0.1808
H 0.5471 -4.3983 1.3236 0.1802
H -0.3486 -3.4461 -0.5513 0.1076
H 1.0709 -3.9539 -1.5117 0.1471
H 1.2365 -2.0919 0.9216 0.1384
H 1.1013 -1.4654 -0.6877 0.1147
H 3.2248 -2.1730 -1.2041 0.0502
C -6.6419 0.2609 -0.7717 -0.0969
O -6.1534 -1.0216 -0.4279 -0.2307
C -6.6075 -2.0742 -1.2712 -0.2081
C -5.4077 -2.7732 -1.8699 -0.2165
N -4.6421 -1.8644 -2.6979 -0.0439
C -3.3579 -2.3645 -3.1498 -0.1917
C -2.3350 -2.7273 -2.0749 -0.2411
O -1.7815 -1.6618 -1.3218 -0.2102
C -2.5852 -1.1661 -0.2603 -0.0854
H -6.3244 0.9444 0.0137 0.0870
H -6.2515 0.6104 -1.7342 0.0885
H -7.7346 0.2713 -0.8302 0.0941
H -7.2660 -1.6765 -2.0482 0.1283
H -7.1728 -2.7950 -0.6734 0.1134
H -5.7415 -3.6261 -2.4699 0.1310
H -4.8351 -3.1851 -1.0230 0.0889
H -4.5267 -0.9838 -2.2134 0.0856
H -2.9100 -1.6210 -3.8131 0.1243
H -3.5231 -3.2674 -3.7477 0.1229
H -1.4835 -3.1902 -2.5836 0.1124
H -2.7691 -3.4718 -1.3903 0.1089
H -3.1541 -1.9728 0.2156 0.0749
H -3.3003 -0.4121 -0.5936 0.0786
H -1.9136 -0.7084 0.4649 0.0877
C 2.8880 0.8953 1.2186 -0.1027
O 3.1483 1.5343 -0.0132 -0.1958
C 2.6795 0.8582 -1.1673 -0.2122
C 1.4704 1.5422 -1.7657 -0.2030
N 0.3351 1.4398 -0.8654 -0.0419
C -0.8650 2.1359 -1.3103 -0.2014
C -0.7630 3.6474 -1.4847 -0.2189
O -0.5090 4.3235 -0.2688 -0.1718
C 0.8513 4.6051 0.0005 -0.1055
H 3.5294 1.3637 1.9632 0.0957
H 1.8436 1.0028 1.5369 0.0832
H 3.1157 -0.1734 1.1663 0.0224
H 2.4234 -0.1729 -0.9015 0.0693
H 3.4938 0.8365 -1.8969 0.1229
H 1.2191 1.0422 -2.7084 0.1290
H 1.7537 2.5739 -2.0167 0.1082
H 0.6046 1.8027 0.0413 0.0797
H -1.6555 1.9361 -0.5831 0.1113
H -1.1873 1.7019 -2.2639 0.1189
H -1.7268 4.0064 -1.8541 0.1237
H 0.0000 3.9188 -2.2237 0.1134
H 1.4001 4.8738 -0.9074 0.0809
H 1.3787 3.7654 0.4674 0.0736
H 0.8732 5.4516 0.6861 0.0917
C -4.8281 -6.0243 4.6527 -0.1120
O -4.2187 -5.3084 3.5970 -0.2036
C -4.9243 -5.3546 2.3646 -0.2185
C -5.4191 -3.9778 1.9768 -0.2239
N -6.4572 -3.5241 2.8774 -0.0370
C -6.9341 -2.1692 2.6373 -0.1833
C -5.9349 -1.0379 2.8489 -0.2186
O -5.5789 -0.8300 4.2046 -0.1701
C -4.4880 -1.5879 4.6751 -0.1074
H -4.1469 -5.9833 5.5001 0.0881
H -5.7925 -5.5961 4.9462 0.0861
H -4.9964 -7.0717 4.3812 0.0890
H -5.7721 -6.0426 2.4396 0.1253
H -4.2426 -5.7285 1.5938 0.1149
H -5.8364 -4.0366 0.9645 0.1095
H -4.5454 -3.3076 1.9180 0.1004
H -6.1520 -3.6255 3.8365 0.0829
H -7.7978 -1.9853 3.2793 0.1250
H -7.2792 -2.1083 1.6015 0.0995
H -6.3928 -0.1077 2.5055 0.1203
H -5.0270 -1.1978 2.2530 0.0975
H -3.7335 -1.7265 3.8906 0.0829
H -4.7749 -2.5824 5.0318 0.0735
H -4.0416 -1.0396 5.5036 0.0890
C 4.7383 3.9031 -1.5969 -0.1111
O 3.9617 4.9536 -1.0623 -0.2100
C 4.3822 5.4173 0.2161 -0.2097
C 4.8793 6.8441 0.1349 -0.2181
N 6.0874 6.9141 -0.6622 -0.0520
C 6.6346 8.2470 -0.8585 -0.2014
C 5.7673 9.2633 -1.5933 -0.2232
O 5.5196 8.9184 -2.9453 -0.1775
C 4.3388 8.1826 -3.1804 -0.1089
H 4.1992 3.5331 -2.4701 0.0854
H 5.7355 4.2245 -1.9172 0.0863
H 4.8440 3.0836 -0.8801 0.0757
H 5.1783 4.7707 0.5986 0.1254
H 3.5288 5.3628 0.8985 0.1119
H 5.1031 7.1887 1.1506 0.1274
H 4.0565 7.4718 -0.2388 0.1094
H 5.9223 6.4755 -1.5596 0.0847
H 7.5734 8.1465 -1.4073 0.1195
H 6.8836 8.6672 0.1227 0.1185
H 6.3039 10.2145 -1.6087 0.1218
H 4.8130 9.4261 -1.0773 0.1092
H 3.5273 8.5146 -2.5226 0.0868
H 4.4633 7.1055 -3.0285 0.0706
H 4.0457 8.3590 -4.2144 0.0878